The following is a DFT calculation (wB97M-V/def2-TZVPD) of a 9-piece molecular cluster, C43H44F56O11S2 overall at a distorted geometry.

The expectation value of S² is 0.76. The calculation puts the LUMO energy (alpha / beta) at -0.1259 / -0.3610 Ha. As for the HOMO energy (alpha / beta): -11.862 / -11.862 eV. The value obtained for the largest force on an atom is 8.07 eV/Å. As for the frontier orbital gap (alpha / beta): 8.44 / 2.04 eV.

Geometry as ORCA input:
```
! RIJCOSX wB97M-V def2-TZVPD def2/J DEFGRID3
* xyz 1 2
C -1.47 0.69 7.00
C -1.08 2.08 6.30
C -2.05 2.25 5.06
S -3.64 1.69 5.66
O -4.18 0.81 4.59
O -4.43 2.72 6.36
C -3.00 0.68 7.13
H -0.95 0.39 7.91
H -1.18 -0.10 6.30
H 0.00 2.04 6.16
H -1.23 2.85 7.05
H -1.70 1.63 4.22
H -2.21 3.21 4.57
H -3.46 -0.31 7.19
H -3.39 1.16 8.02
C -4.62 -3.21 -3.95
C -3.99 -2.67 -2.65
C -3.04 -1.52 -3.30
S -4.12 -0.40 -4.19
O -3.49 0.19 -5.38
O -4.85 0.27 -3.15
C -5.06 -1.96 -4.74
H -5.38 -3.97 -3.77
H -3.85 -3.70 -4.54
H -3.29 -3.43 -2.30
H -4.73 -2.34 -1.93
H -2.30 -1.84 -4.03
H -2.38 -0.99 -2.61
H -4.81 -2.19 -5.77
H -6.13 -1.78 -4.78
C -0.74 0.18 0.21
C 0.09 1.13 -0.74
C 1.53 0.87 -0.86
F 2.09 1.45 0.21
F 1.98 -0.41 -0.81
F -0.38 0.91 -2.00
F 0.03 2.47 -0.48
O -2.13 0.55 0.16
C -2.94 -0.14 1.04
C -4.34 0.64 1.02
F -5.11 0.00 1.91
F -4.39 1.95 1.21
F -3.07 -1.35 0.48
F -2.41 -0.46 2.20
H -0.30 0.33 1.20
H -0.56 -0.85 -0.09
H 2.12 1.24 -1.69
H -4.69 0.51 0.00
C 5.74 4.69 -0.89
C 6.52 5.93 -1.34
C 8.06 5.79 -1.04
F 8.21 5.15 0.09
F 8.81 5.23 -1.96
F 6.36 6.20 -2.68
F 5.93 6.97 -0.70
O 6.32 3.65 -1.57
C 5.58 3.00 -2.60
C 6.49 2.49 -3.77
F 7.25 1.51 -3.26
F 5.78 1.90 -4.74
F 4.93 2.06 -1.88
F 4.65 3.72 -3.12
H 4.65 4.69 -0.97
H 5.92 4.50 0.16
H 8.62 6.72 -0.92
H 7.10 3.30 -4.18
C 0.92 -5.49 1.34
C 0.69 -5.32 -0.20
C 0.06 -3.96 -0.64
F -1.26 -3.78 -0.35
F 0.85 -2.93 -0.14
F 1.91 -5.27 -0.86
F -0.09 -6.41 -0.72
O -0.16 -4.90 2.14
C 0.32 -3.97 3.17
C -0.83 -3.07 3.62
F -1.93 -3.61 4.13
F -0.43 -2.03 4.33
F 0.91 -4.70 4.10
F 1.23 -3.09 2.66
H 1.96 -5.28 1.55
H 0.97 -6.55 1.61
H 0.01 -3.90 -1.73
H -1.21 -2.69 2.67
C 3.75 -1.62 -7.03
C 3.85 -2.53 -8.30
C 4.30 -1.75 -9.55
F 5.59 -1.29 -9.41
F 4.30 -2.62 -10.62
F 4.67 -3.55 -7.94
F 2.72 -3.23 -8.55
O 3.26 -2.33 -5.91
C 2.31 -1.62 -5.08
C 2.98 -0.23 -4.71
F 2.33 0.30 -3.71
F 4.32 -0.06 -4.58
F 1.33 -1.65 -5.95
F 2.17 -2.24 -4.01
H 3.07 -0.90 -7.49
H 4.74 -1.23 -6.80
H 3.58 -0.96 -9.77
H 2.71 0.44 -5.52
C -9.92 -0.84 6.46
C -10.91 -1.89 6.95
C -11.88 -2.54 5.86
F -12.77 -1.84 5.34
F -11.18 -3.18 4.86
F -10.36 -2.96 7.46
F -11.62 -1.44 8.00
O -9.02 -1.38 5.52
C -7.79 -0.71 5.19
C -7.24 -1.72 4.13
F -6.92 -2.98 4.49
F -8.08 -1.84 3.16
F -8.21 0.57 4.70
F -6.99 -0.54 6.32
H -9.47 -0.56 7.41
H -10.56 -0.03 6.12
H -12.50 -3.35 6.27
H -6.38 -1.20 3.72
C 0.08 6.15 -0.17
C -0.45 5.58 1.23
C -1.12 6.65 2.20
F -0.25 7.49 2.71
F -2.10 7.36 1.68
F -1.36 4.60 0.98
F 0.57 5.14 1.88
O 0.63 5.25 -1.24
C 0.87 5.83 -2.50
C 1.33 4.78 -3.46
F 1.76 5.20 -4.66
F 2.29 3.93 -2.93
F -0.17 6.49 -2.99
F 1.89 6.61 -2.38
H 1.00 6.70 0.04
H -0.61 6.79 -0.72
H -1.49 6.01 3.00
H 0.53 4.06 -3.65
C 6.39 -1.85 0.24
C 6.64 -1.64 -1.33
C 5.37 -1.96 -2.05
F 4.92 -3.22 -2.11
F 4.38 -1.11 -1.73
F 7.07 -0.43 -1.38
F 7.60 -2.39 -1.77
O 6.04 -3.18 0.48
C 5.68 -3.50 1.81
C 5.29 -4.96 1.97
F 4.91 -5.34 3.11
F 4.27 -5.22 0.98
F 6.77 -3.30 2.64
F 4.69 -2.78 2.30
H 5.76 -1.04 0.62
H 7.30 -1.67 0.81
H 5.64 -1.74 -3.08
H 6.13 -5.59 1.67
*
```

Results of the Mulliken charge analysis, in e, for atoms 1 through 5: C -0.202; C -0.851; C -0.181; S 1.023; O -0.450

---

The following is a DFT calculation (wB97M-V/def2-TZVPD) of C43H44HfN6O5Se as an isolated structure at a distorted geometry.

The calculation puts the LUMO energy at -0.2464 Ha. As for the HOMO energy: -13.222 eV. Its energy above the lowest of the compared OMol25 structures with the same formula, charge and spin is 8.5 kcal per mole. The value obtained for the largest force on an atom is 2.73 eV/Å. As for the frontier orbital gap: 6.52 eV.

Geometry as ORCA input:
```
! RIJCOSX wB97M-V def2-TZVPD def2/J DEFGRID3
* xyz 2 1
Hf 0.06 0.78 -1.20
C 3.82 -1.41 0.67
O 2.78 -1.59 1.64
C 2.28 -0.44 2.17
C 2.47 -0.18 3.52
C 1.96 0.98 4.09
C 1.28 1.89 3.31
C 1.05 1.64 1.95
C 0.36 2.67 1.19
N 0.02 2.55 -0.05
N -0.66 3.62 -0.69
C -1.05 3.29 -1.88
O -0.81 2.05 -2.39
C -1.74 4.28 -2.71
C -2.32 5.41 -2.14
C -2.97 6.33 -2.94
C -3.04 6.13 -4.31
C -2.46 5.01 -4.89
C -1.82 4.07 -4.09
C 1.53 0.44 1.39
O 1.30 0.12 0.10
H 4.33 -2.37 0.58
H 4.54 -0.66 1.01
H 3.42 -1.12 -0.30
H 3.04 -0.89 4.10
H 2.12 1.18 5.14
H 0.91 2.82 3.74
H 0.14 3.62 1.68
H -2.26 5.55 -1.07
H -3.43 7.20 -2.49
H -3.55 6.86 -4.94
H -2.51 4.86 -5.96
H -1.37 3.19 -4.53
O 7.46 3.80 -2.80
C 6.53 3.73 -1.82
O 6.66 4.33 -0.80
C 5.32 2.87 -2.08
C 4.08 3.39 -1.73
C 2.94 2.64 -1.95
C 3.04 1.36 -2.47
C 4.28 0.83 -2.79
C 5.42 1.59 -2.61
N 1.82 0.62 -2.67
C 1.71 -0.24 -3.60
C 0.40 -0.87 -3.85
C 0.14 -1.48 -5.05
C -1.17 -1.85 -5.35
C -2.16 -1.59 -4.42
C -1.81 -1.02 -3.20
N -0.55 -0.68 -2.90
H 7.18 3.32 -3.59
H 4.02 4.38 -1.30
H 1.97 3.08 -1.75
H 4.37 -0.19 -3.15
H 6.39 1.16 -2.84
H 2.52 -0.43 -4.30
H 0.94 -1.64 -5.76
H -1.41 -2.30 -6.30
H -3.20 -1.83 -4.62
H -2.55 -0.82 -2.45
C -1.40 -6.02 -0.01
C -2.23 -4.75 0.14
C -1.66 -3.57 -0.65
C -0.43 -2.92 -0.03
N -0.70 -2.32 1.28
C -1.31 -1.15 1.52
Se -2.00 0.07 0.26
N -1.45 -0.98 2.84
C -1.94 0.28 3.45
C -2.81 0.09 4.69
C -3.98 -0.87 4.47
C -5.00 -0.35 3.46
C -0.88 -2.09 3.50
C -0.76 -2.43 4.84
C -0.15 -3.63 5.14
C 0.35 -4.47 4.13
C 0.24 -4.13 2.80
C -0.40 -2.92 2.51
H -1.81 -6.82 0.61
H -0.36 -5.88 0.29
H -1.40 -6.37 -1.04
H -2.32 -4.47 1.20
H -3.24 -4.94 -0.21
H -2.43 -2.80 -0.76
H -1.39 -3.91 -1.66
H -0.04 -2.15 -0.67
H 0.37 -3.64 0.10
H -2.52 0.78 2.69
H -1.07 0.90 3.67
H -3.19 1.09 4.93
H -2.21 -0.21 5.54
H -4.47 -1.02 5.44
H -3.60 -1.85 4.16
H -5.40 0.61 3.77
H -5.83 -1.05 3.36
H -4.56 -0.23 2.46
H -1.14 -1.81 5.64
H -0.06 -3.94 6.17
H 0.83 -5.40 4.40
H 0.63 -4.77 2.02
*
```

Results of the Mulliken charge analysis, in e, for atoms 1 through 5: Hf 0.012; C -0.703; O -0.453; C 0.072; C -0.316

---

The following is a DFT calculation (wB97M-V/def2-TZVPD) of a 7-piece molecular cluster, C43H44N11O16 overall at a distorted geometry.

The calculation puts the LUMO energy at -0.1020 Ha. As for the HOMO energy: -11.099 eV. The value obtained for the largest force on an atom is 2.56 eV/Å. As for the frontier orbital gap: 8.32 eV.

Geometry as ORCA input:
```
! RIJCOSX wB97M-V def2-TZVPD def2/J DEFGRID3
* xyz 1 1
C 0.21 1.68 1.16
C 0.07 0.24 0.64
O -1.24 -0.26 0.72
C 1.10 -0.61 1.45
O 2.37 -0.45 0.80
N 3.35 0.00 1.65
C 4.61 -0.16 1.33
N 5.57 0.29 2.23
C 6.70 -0.04 1.62
C 7.98 0.30 2.37
C 9.16 -0.40 1.66
O 9.87 0.13 0.89
O 9.35 -1.72 1.98
N 6.52 -0.62 0.44
N 5.17 -0.68 0.25
N 4.53 -1.25 -0.85
H 1.28 1.97 1.19
H -0.17 1.73 2.19
H -0.32 2.37 0.49
H 0.40 0.23 -0.42
H -1.15 -1.22 0.63
H 0.83 -1.69 1.44
H 1.13 -0.31 2.51
H 3.16 0.47 2.54
H 8.09 1.39 2.40
H 7.88 -0.11 3.39
H 9.06 -1.87 2.89
H 7.24 -0.96 -0.18
H 5.20 -1.64 -1.50
H 3.91 -1.99 -0.51
C 9.69 1.11 -2.85
C 10.74 0.93 -1.96
C 12.05 1.14 -2.38
C 12.28 1.53 -3.69
C 11.24 1.70 -4.59
C 9.94 1.49 -4.16
N 13.66 1.77 -4.14
O 14.55 1.59 -3.33
O 13.83 2.14 -5.28
H 8.67 0.96 -2.51
H 10.55 0.64 -0.93
H 12.86 1.00 -1.69
H 11.43 2.00 -5.61
H 9.11 1.63 -4.85
C -0.43 1.33 -5.34
C 0.55 1.08 -4.39
C 0.75 1.98 -3.35
C -0.04 3.11 -3.27
C -1.02 3.37 -4.22
C -1.22 2.47 -5.25
N 0.15 4.05 -2.16
O 1.03 3.80 -1.35
O -0.58 5.02 -2.10
H -0.59 0.62 -6.14
H 1.16 0.19 -4.46
H 1.52 1.78 -2.62
H -1.64 4.26 -4.15
H -1.98 2.66 -5.99
C -2.26 5.66 6.57
C -1.47 4.57 6.93
C -0.60 4.01 6.01
C -0.52 4.55 4.74
C -1.30 5.63 4.36
C -2.17 6.18 5.29
N 0.41 3.97 3.77
O 1.08 3.00 4.12
O 0.48 4.48 2.67
H -2.93 6.10 7.29
H -1.54 4.16 7.93
H 0.01 3.16 6.30
H -1.24 6.04 3.37
H -2.79 7.03 5.01
C -6.36 -2.84 -1.29
C -5.35 -3.02 -0.35
C -4.03 -2.82 -0.70
C -3.73 -2.44 -2.00
C -4.72 -2.26 -2.95
C -6.04 -2.47 -2.59
N -2.33 -2.20 -2.38
O -1.47 -2.37 -1.54
O -2.11 -1.83 -3.52
H -7.39 -3.00 -1.01
H -5.61 -3.32 0.65
H -3.25 -2.96 0.03
H -4.49 -1.97 -3.97
H -6.83 -2.34 -3.32
C -10.54 1.58 -1.00
C -9.25 1.19 -1.34
C -9.05 0.25 -2.34
C -10.15 -0.29 -3.00
C -11.44 0.09 -2.66
C -11.64 1.03 -1.66
N -9.94 -1.26 -4.07
O -8.80 -1.58 -4.33
O -10.92 -1.69 -4.65
H -10.70 2.32 -0.22
H -8.40 1.62 -0.83
H -8.05 -0.04 -2.61
H -12.30 -0.34 -3.17
H -12.64 1.33 -1.38
C -3.65 -6.77 5.42
C -4.97 -6.83 4.98
C -5.29 -6.42 3.69
C -4.28 -5.97 2.86
C -2.96 -5.90 3.29
C -2.65 -6.31 4.57
N -4.61 -5.56 1.49
O -5.78 -5.61 1.15
O -3.70 -5.19 0.76
H -3.40 -7.10 6.42
H -5.74 -7.19 5.64
H -6.32 -6.46 3.36
H -2.18 -5.55 2.63
H -1.63 -6.27 4.92
*
```

Results of the Mulliken charge analysis, in e, for atoms 1 through 5: C -1.284; C 0.691; O -0.563; C -0.675; O -0.155

---

The following is a DFT calculation (wB97M-V/def2-TZVPD) of C43H44O2RuS2Sb2 as an isolated structure.

The expectation value of S² is 6.16. The calculation puts the LUMO energy (alpha / beta) at -0.4341 / -0.5373 Ha. As for the HOMO energy (alpha / beta): -17.701 / -17.704 eV. Its energy above the lowest of the compared OMol25 structures with the same formula, charge and spin is 0.0 kcal per mole. The value obtained for the largest force on an atom is 0.69 eV/Å. As for the frontier orbital gap (alpha / beta): 5.89 / 3.08 eV.

Geometry as ORCA input:
```
! RIJCOSX wB97M-V def2-TZVPD def2/J DEFGRID3
* xyz 4 5
Ru 0.26 0.03 0.28
O 1.57 -1.53 -0.72
S 2.18 -2.90 -0.56
C 0.77 -4.04 -0.36
C -0.33 -3.74 -1.37
C -1.68 -4.29 -0.89
C -2.44 -3.34 0.03
S -2.87 -1.68 -0.57
O -1.62 -0.80 -0.48
C -3.17 -1.99 -2.29
C -4.28 -2.77 -2.61
C -4.56 -3.00 -3.94
C -3.77 -2.44 -4.93
C -2.68 -1.65 -4.60
C -2.37 -1.42 -3.26
C 2.76 -3.43 -2.16
C 2.28 -2.79 -3.36
C 2.72 -3.25 -4.56
C 3.68 -4.31 -4.59
C 4.16 -4.92 -3.38
C 3.71 -4.47 -2.17
H 0.47 -3.83 0.67
H 1.16 -5.06 -0.40
H -0.08 -4.17 -2.35
H -0.41 -2.67 -1.51
H -1.55 -5.22 -0.34
H -2.29 -4.54 -1.76
H -1.89 -3.12 0.95
H -3.39 -3.78 0.32
H -4.92 -3.18 -1.83
H -5.42 -3.61 -4.21
H -4.02 -2.60 -5.97
H -2.08 -1.20 -5.38
H -1.54 -0.78 -2.98
H 1.58 -1.98 -3.29
H 2.35 -2.83 -5.49
H 4.08 -4.64 -5.55
H 4.87 -5.74 -3.43
H 4.08 -4.91 -1.25
C -2.54 2.20 0.53
C -2.68 2.03 2.04
C -2.57 0.61 2.59
Sb -0.74 -0.54 2.85
C -0.35 -0.36 4.92
C -1.22 0.32 5.76
C -0.93 0.39 7.12
C 0.21 -0.23 7.62
C 1.07 -0.91 6.77
C 0.79 -0.99 5.41
C 1.05 0.69 2.27
C 1.11 2.09 2.51
C 2.29 2.80 2.36
C 3.44 2.13 1.93
C 3.42 0.76 1.72
C 2.25 0.03 1.91
Sb -0.45 2.54 0.10
C 0.69 2.36 -1.65
C 0.50 1.29 -2.54
C 1.36 1.16 -3.62
C 2.39 2.07 -3.81
C 2.58 3.12 -2.91
C 1.74 3.26 -1.82
C -0.28 4.58 0.59
C -0.49 5.40 -0.51
C -0.54 6.78 -0.32
C -0.38 7.31 0.96
C -0.18 6.48 2.05
C -0.13 5.10 1.88
H -2.99 3.13 0.18
H -2.89 1.35 -0.05
H -3.69 2.37 2.27
H -2.03 2.72 2.59
H -3.18 -0.07 1.98
H -2.98 0.58 3.60
H -2.12 0.81 5.40
H -1.59 0.92 7.79
H 0.42 -0.20 8.68
H 1.96 -1.40 7.16
H 1.46 -1.54 4.75
H 0.24 2.58 2.94
H 2.33 3.86 2.58
H 4.36 2.68 1.80
H 4.33 0.24 1.45
H 2.28 -1.05 1.89
H -0.35 0.63 -2.43
H 1.19 0.37 -4.35
H 3.04 1.97 -4.67
H 3.37 3.83 -3.08
H 1.89 4.09 -1.13
H -0.61 5.00 -1.51
H -0.71 7.43 -1.16
H -0.42 8.38 1.10
H -0.06 6.90 3.04
H 0.02 4.47 2.74
*
```

Results of the Mulliken charge analysis, in e, for atoms 1 through 5: Ru 0.974; O -0.524; S -0.009; C -0.719; C 0.180

---

- Among the records above, which one has the lowest largest force on an atom?
  C43H44O2RuS2Sb2

---

- Which value of largest force on an atom does entry 1 give?
  8.07 eV/Å